The following is a DFT calculation (ωB97M-V with the def2-TZVPD basis set) of C39H46AuN4O3S6 as an isolated structure.

```
! RIJCOSX wB97M-V def2-TZVPD def2/J DEFGRID3
* xyz 1 3
Au 0.01132 1.19355 -0.10302
O -1.58272 2.55077 1.04964
S -2.57115 1.96312 2.02535
C -3.50825 0.69595 1.18012
C -2.94259 -0.47513 0.38957
C -4.04540 -1.22637 -0.31411
C -5.35767 -0.90833 -0.25763
C -5.79427 0.19101 0.50534
C -4.84617 0.96624 1.20103
C -1.60218 1.09251 3.25384
C -0.22751 1.24755 3.25941
C 0.51712 0.63964 4.26150
C -0.11890 -0.07727 5.26008
C -1.50444 -0.18594 5.26937
C -2.25375 0.40405 4.26701
H -1.55477 -0.84480 -1.03435
H -3.71272 -2.08845 -0.88131
H -6.07811 -1.50866 -0.79493
H -6.83934 0.45555 0.54614
H -5.19028 1.82212 1.76799
H 0.24801 1.85300 2.50174
H 1.59539 0.73390 4.25933
H 0.46187 -0.54286 6.04439
H -1.99981 -0.73316 6.05910
H -3.33316 0.31879 4.26646
O 2.61395 4.57385 -1.86220
C 1.69671 3.64642 -1.68553
O 1.32542 3.30529 -0.58264
C 1.14169 3.04118 -2.97299
N 1.80590 3.66677 -4.11848
C 0.80708 4.40980 -4.91407
C -0.35293 4.62705 -3.94544
C -0.35597 3.34225 -3.12066
H 1.33749 1.97155 -2.91103
H 2.33155 3.00345 -4.67108
H 2.74619 4.60865 -2.84942
H 0.48338 3.82790 -5.78239
H 1.23340 5.34593 -5.27315
H -1.29654 4.79563 -4.46064
H -0.15864 5.49276 -3.30946
H -0.84279 2.53620 -3.67411
H -0.85838 3.43879 -2.15694
C 3.60913 3.05983 2.51855
S 4.63268 1.56873 2.36171
C 4.53564 1.35160 0.62261
C 3.46741 0.84008 -0.05363
S 2.05967 0.27370 0.71792
S 3.59971 0.81738 -1.78731
C 5.14955 1.59909 -1.90738
S 5.87195 1.92087 -3.32645
S 5.84272 1.94209 -0.34595
H 3.53888 3.26760 3.58404
H 2.61678 2.89243 2.10897
H 4.08404 3.90103 2.02030
C -1.30654 -3.61533 2.88910
C -0.48717 -3.01606 1.94951
C -0.97555 -1.99550 1.14154
C -2.27960 -1.54279 1.28464
C -3.10135 -2.16798 2.21973
C -2.62315 -3.19293 3.01343
N -1.97935 0.00700 -0.67365
C -2.61482 0.65201 -1.80457
C -3.12501 1.93832 -1.69495
C -3.71614 2.53474 -2.79864
C -3.77829 1.87114 -4.01512
C -3.25008 0.59367 -4.12594
C -2.68365 -0.01983 -3.01944
H -0.92844 -4.41141 3.51521
H 0.54132 -3.33685 1.83149
H -0.30921 -1.57261 0.40935
H -4.13021 -1.84461 2.32493
H -3.27751 -3.66236 3.73536
H -3.02422 2.48168 -0.76724
H -4.11350 3.53671 -2.70760
H -4.23362 2.34726 -4.87197
H -3.29075 0.06611 -5.06871
H -2.29210 -1.02802 -3.10281
C 2.16756 -5.26236 1.73329
C 2.84044 -5.04096 0.38458
N 2.86898 -3.65111 -0.04415
C 4.08590 -2.88502 0.21206
C 4.19175 -2.36217 1.63681
C 1.82784 -3.06449 -0.68223
C 0.65305 -3.93599 -1.04333
N 1.86791 -1.79949 -0.95951
H 2.14769 -6.32588 1.96819
H 1.13928 -4.89817 1.73407
H 2.70330 -4.75086 2.53140
H 2.36125 -5.65177 -0.38303
H 3.87906 -5.37352 0.43071
H 4.10436 -2.06128 -0.49547
H 4.93495 -3.53621 -0.01487
H 3.33605 -1.73769 1.89258
H 5.09334 -1.75634 1.73847
H 4.25956 -3.17328 2.36107
H 0.94674 -4.70023 -1.76426
H -0.12484 -3.32408 -1.49706
H 0.23529 -4.43904 -0.17272
H 1.02328 -1.49716 -1.43547
*
```

## Properties
* E_tot: -4483.0072 Ha
* M: 1008.2 g/mol
* highest occupied orbital energy (spin up / spin down): -0.372 / -0.374 Eh